[1]
DFT (ωB97M-V/def2-TZVPD) results for a structure of composition C10H8AsBeN3S5.

Relative energy (zero: lowest compared OMol25 entry of this formula, charge and spin)   1.308 eV
Spin multiplicity   1
HOMO-LUMO gap   4.47 eV
Highest occupied orbital energy   -0.01908 Ha
Total charge   -2

Last column: Löwdin charge in e.
Element x y z (Å)
Be: -1.08772 -1.59273 0.13510  -0.30
N: 1.20315 -1.46211 -0.36829  0.04
C: 1.64132 -0.11031 -0.33396  -0.23
C: 2.92968 0.31690 -0.33008  -0.02
C: 3.24023 1.70410 -0.31804  -0.09
C: 2.25081 2.63348 -0.31570  -0.06
C: 0.89429 2.22932 -0.31958  -0.16
C: -0.19000 3.13807 -0.31792  -0.03
C: -1.44970 2.65968 -0.33149  -0.04
C: -1.66837 1.25233 -0.34212  -0.12
N: -0.70300 0.38909 -0.32653  0.09
C: 0.58398 0.85582 -0.32013  -0.12
H: 1.42751 -1.98537 -1.20319  0.07
H: 1.42283 -2.01100 0.45385  0.08
H: 3.72209 -0.42110 -0.33233  0.11
H: 4.27564 2.02123 -0.31267  0.09
H: 2.48589 3.69127 -0.30719  0.10
H: 0.00569 4.20609 -0.31027  0.11
H: -2.30131 3.32512 -0.32740  0.10
H: -2.67143 0.82728 -0.35225  0.03
S: -3.85454 -4.71400 1.07957  -0.31
As: -2.99167 -3.75118 -0.61687  -0.54
S: -3.17700 -1.54781 -0.47115  0.03
S: -0.78461 -3.68889 -0.49362  -0.02
S: -3.67192 -4.46961 -2.51338  -0.33
S: -0.16664 -0.91737 4.48687  0.37
C: -0.56306 -1.20297 2.91523  -0.90
N: -0.80216 -1.37534 1.79354  0.05

=====

[2]
DFT (ωB97M-V/def2-TZVPD) results for the molecule C22H39N3O4.

SMILES   CCOC(=O)N1CCC(NC(=O)[C@H](NC(=O)[C@H]2CC[C@@H](C)CC2)[C@@H](C)CC)CC1
Relative energy (zero: lowest compared OMol25 entry of this formula, charge and spin)   0.112 eV
Spin multiplicity   1
HOMO-LUMO gap   9.83 eV
Highest occupied orbital energy   -0.33351 Ha
Total charge   0

Last column: Löwdin charge in e.
Element x y z (Å)
C: -2.82924 2.46091 1.05561  -0.06
C: -2.04802 3.55179 0.34124  -0.20
O: -1.76332 3.13089 -0.99179  0.00
C: -0.47339 3.14468 -1.37856  -0.54
O: 0.43843 3.61520 -0.73561  0.07
N: -0.32173 2.59102 -2.60330  -0.04
C: -1.41023 1.98053 -3.33756  -0.13
C: -0.86980 0.90803 -4.28997  -0.11
C: 0.32575 0.18235 -3.66968  -0.29
N: -0.06176 -0.45917 -2.42998  0.12
C: 0.31516 -1.71537 -2.12841  -0.44
O: 0.88481 -2.46043 -2.89964  0.07
C: -0.00279 -2.08058 -0.66651  -0.20
N: 0.97719 -1.38178 0.14922  0.13
C: 0.77561 -0.12453 0.59994  -0.43
O: -0.25474 0.47571 0.34316  0.05
C: 1.93596 0.44594 1.40285  -0.22
C: 2.26566 -0.42176 2.62480  -0.15
C: 1.13932 -0.36387 3.65158  -0.16
C: 0.91648 1.07282 4.12397  -0.38
C: -0.19256 1.13674 5.16994  -0.07
C: 0.57811 1.94910 2.91907  -0.17
C: 1.66241 1.88526 1.84713  -0.13
C: 0.02768 -3.59103 -0.40600  -0.33
C: -0.13856 -3.87178 1.08623  -0.05
C: -1.07280 -4.27028 -1.23034  -0.22
C: -1.01153 -5.79227 -1.17506  -0.10
C: 1.48690 1.17048 -3.43870  -0.09
C: 0.96498 2.60075 -3.25583  -0.13
H: -3.01182 2.75427 2.08562  0.08
H: -3.78107 2.29040 0.55857  0.07
H: -2.25291 1.53992 1.03627  0.05
H: -2.63080 4.47726 0.27561  0.12
H: -1.10210 3.75615 0.85155  0.11
H: -2.10281 1.54156 -2.61675  0.12
H: -1.96000 2.74369 -3.90484  0.13
H: -0.54579 1.35841 -5.22879  0.12
H: -1.66293 0.19501 -4.51491  0.12
H: 0.65552 -0.62991 -4.32605  0.14
H: -0.40861 0.13388 -1.68464  0.12
H: -0.98370 -1.67124 -0.39907  0.16
H: 1.88203 -1.81598 0.23610  0.15
H: 2.80181 0.44552 0.72678  0.15
H: 2.44972 -1.45838 2.33168  0.10
H: 3.18435 -0.04190 3.07886  0.12
H: 0.21735 -0.74236 3.20312  0.12
H: 1.38595 -1.00312 4.50296  0.12
H: 1.84671 1.43651 4.57711  0.14
H: -0.33700 2.15951 5.51048  0.08
H: -1.13053 0.78058 4.74881  0.08
H: 0.05381 0.51917 6.03132  0.07
H: -0.36496 1.61343 2.48950  0.10
H: 0.45135 2.98552 3.23842  0.12
H: 1.35730 2.48144 0.98603  0.09
H: 2.59026 2.30790 2.24022  0.12
H: 0.99660 -3.97091 -0.74787  0.14
H: -0.01400 -4.93076 1.29160  0.07
H: -1.13017 -3.56865 1.41653  0.09
H: 0.59588 -3.32670 1.67426  0.06
H: -0.96501 -3.95874 -2.26962  0.10
H: -2.04882 -3.93082 -0.87452  0.12
H: -1.21889 -6.16338 -0.17474  0.06
H: -1.74931 -6.21749 -1.85130  0.07
H: -0.02819 -6.14200 -1.48021  0.08
H: 2.17612 1.14295 -4.28251  0.12
H: 2.03501 0.85700 -2.54913  0.12
H: 1.64438 3.18736 -2.63606  0.12
H: 0.86130 3.09553 -4.22817  0.13

=====

[3]
DFT (ωB97M-V/def2-TZVPD) results for a structure of composition C32H36N5PRuS3SeSi at a distorted geometry.

Relative energy (zero: lowest compared OMol25 entry of this formula, charge and spin)   0.152 eV
Spin multiplicity   6
HOMO-LUMO gap (alpha / beta)   8.51 / 6.27 eV
Highest occupied orbital energy (alpha / beta)   -0.39169 / -0.38753 Ha
Total charge   +1

Last column: Löwdin charge in e.
Element x y z (Å)
Ru: -0.92274 0.77048 0.37436  1.09
C: 0.04909 2.80519 3.62012  -0.03
C: -1.28690 2.15382 3.50285  -0.35
C: -2.15083 2.08297 4.57050  -0.02
C: -3.40298 1.53974 4.34980  -0.05
C: -3.77920 0.99515 3.15939  -0.03
C: -2.87072 1.13602 2.10445  -0.46
N: -1.69159 1.72613 2.31185  0.00
N: -3.02938 0.83483 0.76245  -0.17
Si: -4.62075 0.60560 0.06033  0.35
C: -5.67028 2.02001 0.63120  -0.16
C: -4.40716 0.60339 -1.77568  -0.17
C: -5.43004 -1.01447 0.52680  -0.16
H: -0.13362 3.87802 3.46278  0.10
H: 0.72585 2.45835 2.86752  0.02
H: 0.44548 2.67744 4.65747  0.11
H: -1.84550 2.52165 5.50375  0.12
H: -4.13421 1.49635 5.13926  0.12
H: -4.71006 0.42631 3.10507  0.11
H: -5.17494 3.00008 0.56852  0.05
H: -6.04644 1.89067 1.62544  0.02
H: -6.51826 1.98328 -0.07029  0.05
H: -4.08563 1.59574 -2.11323  0.03
H: -5.38463 0.39913 -2.14093  0.02
H: -3.79947 -0.21675 -2.14442  0.01
H: -5.90657 -1.00754 1.46196  0.00
H: -4.62270 -1.82256 0.53644  0.05
H: -6.07774 -1.37467 -0.31291  0.05
C: -1.89202 2.08724 -4.61108  -0.02
N: -0.70436 1.44405 -4.13602  -0.07
C: -0.09812 1.59458 -2.93141  -0.66
Se: -0.72112 2.63035 -1.49658  0.65
N: 1.01892 0.83694 -2.98890  0.09
C: 1.21973 0.29504 -4.23052  -0.19
C: 2.13741 -0.63304 -4.67885  0.01
C: 1.92556 -1.15212 -5.95729  -0.05
C: 0.76974 -0.83516 -6.66070  -0.07
C: -0.13096 0.11074 -6.22872  0.01
C: 0.10022 0.66955 -4.96996  -0.14
H: -2.34127 2.69114 -3.81227  0.06
H: -2.51375 1.32111 -5.04434  0.10
H: -1.62342 2.75869 -5.41251  0.10
H: 1.55827 0.65901 -2.14266  -0.06
H: 2.98839 -0.86403 -3.99151  0.14
H: 2.61073 -1.84619 -6.39417  0.11
H: 0.52877 -1.35920 -7.54295  0.10
H: -1.05966 0.28595 -6.73974  0.11
S: -1.33719 -3.43021 -2.02772  1.08
C: 0.28813 -2.91585 -2.06334  -0.37
C: 0.42637 -1.75704 -1.41276  -0.29
N: -0.73132 -1.18957 -0.96033  -0.12
C: -1.76661 -1.96838 -1.25019  -0.44
H: 1.05144 -3.61718 -2.37793  0.09
H: 1.33094 -1.22375 -1.19059  0.02
H: -2.75696 -1.68007 -1.10994  0.02
S: 2.96305 0.68033 -0.58340  0.31
P: 2.70535 -0.20266 1.15628  0.12
S: 0.84158 -0.29316 1.93558  0.29
C: 3.72723 0.47618 2.51229  -0.37
C: 3.74236 1.85024 2.66670  -0.13
C: 4.39718 2.40416 3.71716  -0.06
C: 5.02804 1.56207 4.67016  -0.05
C: 5.00992 0.19598 4.48950  -0.07
C: 4.39445 -0.35640 3.39898  -0.07
C: 3.19508 -1.99319 1.13551  -0.41
C: 2.56838 -2.95851 1.91824  -0.12
C: 2.96780 -4.31510 1.91532  -0.07
C: 3.97397 -4.75748 1.07361  -0.07
C: 4.55447 -3.75514 0.28357  -0.08
C: 4.23675 -2.39110 0.29383  -0.10
H: 3.28716 2.49541 1.94596  0.09
H: 4.46171 3.46324 3.90318  0.11
H: 5.57040 1.91665 5.48801  0.09
H: 5.39418 -0.38341 5.29684  0.11
H: 4.40438 -1.41230 3.28390  0.10
H: 1.73454 -2.68819 2.54781  0.06
H: 2.49507 -5.04302 2.55727  0.10
H: 4.38922 -5.74620 1.09865  0.10
H: 5.41891 -4.12148 -0.34359  0.12
H: 4.74289 -1.70388 -0.34323  0.08